A structure of composition C56H124F6MnN9O13S2 at a distorted geometry, computed with ωB97M-V/def2-TZVPD.

```
211
Properties=species:S:1:pos:R:3:forces:R:3
Mn 17.202242 7.151406 0.608027 -0.475 0.136 -0.340
C 13.639106 9.560722 -0.023662 0.011 -0.009 -0.037
F 13.718342 9.038478 -1.235585 0.117 -0.119 0.038
F 12.967313 10.680447 -0.067042 -0.223 0.256 0.038
F 13.017161 8.683945 0.774854 -0.108 -0.043 -0.204
S 15.286575 9.919606 0.800836 0.739 -0.791 1.630
O 15.593171 11.299368 0.762962 0.019 0.451 -0.764
O 15.098813 9.395746 2.126179 0.054 -0.693 -0.173
N 16.424620 8.930323 -0.015553 -1.285 2.694 0.361
S 16.904559 9.809655 -1.302960 0.745 -1.554 -2.229
O 17.481630 8.884664 -2.242672 0.561 -0.393 0.739
O 15.870486 10.612348 -1.828007 -0.659 1.096 0.173
C 18.343031 10.867707 -0.732298 0.448 -0.182 0.686
F 19.477865 10.208268 -1.043148 -0.652 0.531 0.132
F 18.328031 12.060005 -1.302303 -0.009 -0.644 0.262
F 18.309480 10.979178 0.612121 0.138 0.153 -0.657
C 17.135461 10.987713 8.691322 0.604 -0.118 0.292
C 15.878272 11.007685 7.799384 0.952 0.629 0.851
C 15.153252 12.336559 8.097145 -0.763 0.131 -0.525
C 15.732473 13.558967 7.413818 0.957 0.217 -0.050
C 15.885774 13.316411 5.919533 -0.388 -0.311 0.370
C 16.691347 12.062905 5.618526 1.203 -0.030 -0.031
N 16.166505 10.945249 6.378273 -1.435 -0.194 -0.535
O 16.812027 9.734911 6.002584 0.240 -0.068 0.256
C 16.564424 11.759529 4.134349 -0.824 0.364 -0.577
C 18.189659 12.340193 5.874054 0.337 -0.303 -0.297
C 14.932313 9.905633 8.230323 -0.233 -0.537 -0.318
H 17.666390 11.937621 8.649031 -0.012 0.019 -0.080
H 17.858148 10.207027 8.438412 -0.187 -0.034 -0.226
H 16.909580 10.847257 9.752203 -0.323 -0.061 -0.129
H 14.121011 12.209114 7.750048 -0.028 0.100 0.158
H 15.140592 12.491663 9.175670 -0.117 -0.144 0.046
H 16.706635 13.772566 7.874530 0.043 0.029 -0.227
H 15.162765 14.478218 7.556732 -0.315 -0.238 0.242
H 16.385587 14.143479 5.415535 -0.188 0.115 -0.001
H 14.882192 13.183181 5.500565 0.037 0.120 -0.119
H 15.533944 11.489706 3.878081 0.102 -0.410 0.188
H 16.699651 12.660842 3.527242 0.478 0.034 0.197
H 17.268354 10.999048 3.799205 -0.080 -0.062 -0.039
H 18.819739 11.652089 5.299527 -0.144 0.088 -0.168
H 18.385723 13.354480 5.528879 0.346 0.035 0.102
H 18.541157 12.191696 6.888566 -0.281 0.379 0.205
H 13.977747 9.996120 7.705552 -0.067 0.186 0.188
H 14.800031 9.999684 9.306999 -0.290 -0.095 -0.019
H 15.265950 8.885055 8.023946 0.418 0.147 0.083
H 16.092048 9.237218 5.601623 -0.030 0.027 0.032
C 19.855056 15.400414 0.060467 -0.348 1.696 0.261
C 19.125244 15.091597 1.383867 0.651 -1.526 0.211
C 19.913638 13.944515 2.088194 0.131 0.795 -0.108
C 21.195320 14.454670 2.748344 -0.572 -0.497 -0.095
C 20.759546 15.452660 3.815935 1.594 -0.468 -0.223
C 20.011896 16.661022 3.260556 0.757 0.182 0.223
N 19.009319 16.205659 2.308689 -0.851 -0.256 0.446
O 18.235573 17.264747 1.777775 0.276 -0.220 -0.127
C 19.330763 17.349296 4.458039 -0.065 -0.773 -0.200
C 21.050207 17.637209 2.618829 -0.835 -1.191 0.241
C 17.733189 14.525236 1.094231 -1.222 0.606 -0.414
H 19.294689 16.211807 -0.427818 0.042 -0.275 -0.265
H 19.951355 14.590947 -0.656884 -0.134 -0.265 0.187
H 20.827763 15.851874 0.259810 0.181 -0.362 -0.076
H 19.244902 13.532073 2.849590 0.143 -0.299 -0.034
H 20.153087 13.219363 1.306215 -0.317 -0.199 0.191
H 21.872503 14.832864 1.976923 -0.032 0.349 0.186
H 21.737612 13.629785 3.222871 -0.081 0.010 0.005
H 21.668901 15.787404 4.332129 -0.196 0.333 -0.042
H 20.256970 14.869038 4.588326 -0.660 0.226 -0.133
H 20.055981 17.920813 5.035903 -0.118 0.467 -0.274
H 18.467377 17.896903 4.089913 0.158 0.445 0.318
H 18.995825 16.579263 5.158568 -0.318 0.009 -0.169
H 21.430313 17.170949 1.712354 0.117 0.248 -0.154
H 20.523273 18.559900 2.394034 0.426 0.306 0.011
H 21.876291 17.714344 3.319617 0.037 0.639 -0.036
H 16.986007 14.796910 1.845783 0.438 0.022 0.361
H 17.681043 13.440448 1.011260 0.355 -0.014 -0.145
H 17.285755 14.960662 0.192379 0.281 -0.173 -0.130
H 18.708329 17.577640 0.991510 0.008 0.174 0.072
C 18.828718 8.174330 -5.277627 -1.084 1.758 0.552
C 18.079631 7.847579 -6.556276 -0.218 -2.460 -1.058
C 18.793998 6.621859 -7.198977 0.322 1.166 -1.075
C 17.984343 5.883414 -8.263957 0.021 -0.627 1.143
C 16.697527 5.379002 -7.627512 -0.124 -0.123 0.037
C 15.880672 6.518737 -7.021992 -0.275 0.562 -0.440
N 16.752968 7.339073 -6.171156 0.405 -0.175 1.146
O 16.027904 8.398453 -5.552025 -0.345 0.289 -0.559
C 15.205562 7.289161 -8.158711 -0.502 0.999 -0.100
C 14.809449 5.947407 -6.098140 -0.091 -0.693 -0.295
C 18.045995 8.997585 -7.542873 -0.134 1.627 0.253
H 18.399975 9.133662 -4.949661 0.392 0.020 0.126
H 19.902509 8.314313 -5.361527 0.035 -0.222 -0.378
H 18.558057 7.515498 -4.452742 0.218 -0.471 -0.283
H 19.614519 7.081821 -7.768863 0.371 -0.286 0.520
H 19.191206 5.967296 -6.423889 -0.095 -0.145 -0.055
H 18.565592 5.013076 -8.577132 0.027 0.150 -0.297
H 17.811711 6.531254 -9.121265 -0.128 -0.061 -0.060
H 16.895080 4.642821 -6.838841 0.355 0.134 0.003
H 16.078229 4.839913 -8.349763 -0.084 0.179 -0.028
H 14.605265 6.642186 -8.799623 0.142 -0.136 0.008
H 14.524125 8.069384 -7.797782 0.034 -0.253 0.310
H 15.895303 7.866479 -8.772470 0.204 -0.429 -0.145
H 13.988548 6.640981 -5.930960 0.097 0.100 0.243
H 14.382698 5.043950 -6.546477 -0.064 0.128 -0.086
H 15.287676 5.615031 -5.173426 -0.117 0.182 0.136
H 17.374763 9.784705 -7.173200 0.208 -0.079 0.229
H 17.679234 8.860015 -8.559278 0.191 -0.805 0.060
H 19.036844 9.456210 -7.625936 -0.020 -0.091 0.024
H 15.795335 8.099055 -4.668643 0.209 -0.168 0.033
C 8.202468 7.526051 3.161142 0.183 0.600 0.209
C 8.993582 6.401047 2.487018 -0.313 0.067 0.368
C 9.858863 5.632638 3.483470 0.120 0.296 0.345
C 9.081083 4.766730 4.455142 0.345 -0.854 -0.071
C 8.166637 3.785357 3.693988 0.857 1.066 0.094
C 7.275285 4.507162 2.683113 -0.644 -0.208 0.057
N 8.098106 5.422989 1.882633 1.206 -0.941 -0.575
O 7.348439 6.004471 0.844530 -0.423 0.566 0.074
C 6.733910 3.466850 1.704805 -0.558 -0.140 -0.511
C 6.069261 5.172896 3.366995 0.152 -0.035 0.519
C 9.957021 7.030905 1.481576 0.197 0.150 0.165
H 7.552509 7.993106 2.419742 -0.052 0.002 0.052
H 8.861938 8.305420 3.561527 0.071 -0.067 -0.169
H 7.594070 7.207349 4.003173 -0.031 -0.235 -0.080
H 10.566257 4.986385 2.948567 -0.269 -0.074 -0.228
H 10.511304 6.338990 4.011128 -0.250 0.114 0.090
H 8.516333 5.284848 5.232011 0.097 0.357 -0.195
H 9.849470 4.172249 4.965621 -0.313 0.002 0.282
H 7.578627 3.267379 4.449422 -0.174 -0.388 -0.367
H 8.826555 3.121453 3.127942 -0.211 -0.314 0.180
H 7.508763 3.083606 1.035928 0.134 -0.104 0.256
H 6.243420 2.643160 2.226425 0.267 -0.058 0.134
H 5.950578 3.872041 1.056531 0.078 0.199 0.127
H 5.735473 6.002469 2.747843 -0.305 -0.042 0.098
H 5.269589 4.451087 3.543496 -0.084 0.008 -0.410
H 6.292386 5.523169 4.378827 0.216 0.269 -0.184
H 10.624254 7.655673 2.084944 0.005 0.106 -0.143
H 9.485857 7.678031 0.743031 -0.136 -0.159 -0.021
H 10.595243 6.291288 0.991328 -0.249 -0.130 -0.120
H 7.464808 5.420237 0.088852 0.140 -0.013 0.029
C 19.556451 8.287250 2.549971 0.820 0.369 -0.409
O 18.339560 7.548231 2.362666 0.031 -0.823 -0.023
C 17.484924 7.555417 3.532991 -0.633 1.276 -0.047
C 16.345608 6.594895 3.342660 -0.084 -1.052 0.207
N 15.656287 6.745687 2.032142 0.133 -1.368 0.795
C 15.100247 5.446173 1.605044 -1.487 -0.286 -0.354
C 14.573732 5.525707 0.188878 0.131 1.059 -0.463
O 15.670176 5.991072 -0.619920 0.853 -0.766 0.362
C 15.369179 6.228312 -1.999909 -0.181 1.530 0.111
H 19.366279 9.359667 2.628921 -0.239 -0.111 0.444
H 20.208913 8.195926 1.678740 -0.378 -0.346 -0.203
H 20.134288 7.879635 3.377838 -0.246 0.168 0.246
H 17.108451 8.584526 3.595635 -0.016 -0.121 0.189
H 18.006950 7.342996 4.466380 0.386 -0.155 -0.252
H 15.644004 6.617905 4.181235 -0.020 0.568 -0.029
H 16.690218 5.556662 3.413602 0.362 0.134 -0.282
H 14.850987 7.348293 2.184646 0.377 0.516 -0.370
H 14.231757 5.187331 2.223388 0.226 -0.177 0.165
H 15.798840 4.609550 1.643198 0.362 0.288 0.257
H 13.798297 6.287056 0.038263 -0.225 -0.202 0.444
H 14.175012 4.564596 -0.138742 0.252 -0.065 -0.135
H 16.287716 6.596685 -2.454035 0.129 -0.702 -0.268
H 14.729158 7.117532 -2.059198 -0.307 -0.326 0.053
H 14.873441 5.392097 -2.480346 0.330 -0.263 -0.027
C 8.045970 13.899121 3.679683 0.162 -0.219 0.089
C 8.323608 12.392362 3.695932 -0.099 -0.054 0.876
C 9.527690 12.089908 2.836090 0.486 0.452 -0.553
O 10.630246 12.861921 3.293080 0.172 -0.358 0.337
C 11.798483 12.618732 2.535528 0.174 0.355 0.810
N 8.524247 11.932381 5.099805 0.201 -0.240 -0.295
H 8.813367 14.407748 4.260994 0.076 -0.038 -0.073
H 7.093453 14.135138 4.150599 -0.100 -0.073 -0.163
H 8.088501 14.271192 2.654533 -0.219 0.133 0.039
H 7.465357 11.835292 3.310635 0.055 0.154 -0.321
H 9.331634 12.396653 1.796827 -0.179 -0.260 -0.001
H 9.828885 11.031810 2.842772 -0.311 -0.059 0.044
H 11.931609 11.544157 2.360457 -0.181 0.106 -0.539
H 12.668135 12.900253 3.137519 -0.182 0.200 0.067
H 11.796368 13.268709 1.655998 0.055 -0.526 -0.366
H 9.452972 11.531426 5.188969 0.050 0.267 0.116
H 7.896287 11.169443 5.322787 -0.126 0.109 -0.059
C 22.335158 9.632885 -2.648702 -0.488 0.738 -0.336
C 22.350923 8.701535 -3.848007 0.513 -0.216 0.638
C 23.770620 8.377794 -4.277081 0.158 0.496 0.589
O 23.779649 7.411029 -5.297692 0.288 -0.083 -0.197
C 24.264078 7.912305 -6.530648 -0.838 0.285 -0.004
N 21.714130 7.427636 -3.450053 -0.928 0.048 -1.184
H 21.281666 9.878985 -2.487665 0.107 -0.164 0.466
H 22.790619 10.608124 -2.849681 0.239 -0.170 -0.169
H 22.799288 9.221863 -1.754731 -0.088 -0.202 -0.024
H 21.819227 9.226717 -4.653154 0.067 -0.232 -0.196
H 24.327594 8.014335 -3.404131 -0.162 -0.325 -0.049
H 24.293056 9.305909 -4.542428 -0.114 -0.084 -0.381
H 25.313424 8.196986 -6.457855 0.096 -0.093 -0.151
H 23.659178 8.781405 -6.825735 0.257 0.112 -0.001
H 24.075992 7.162431 -7.294889 0.344 -0.194 0.078
H 21.815661 6.803605 -4.257801 0.623 -0.116 0.312
H 20.706288 7.572313 -3.553803 0.058 0.186 0.694
C 24.652966 8.104668 0.661401 -0.360 0.060 -0.820
C 23.837207 8.759364 1.767284 1.149 -0.088 0.189
C 22.792932 9.736170 1.261316 -0.031 -1.033 0.420
O 23.446791 10.845642 0.733191 0.119 0.454 -0.180
C 22.564547 11.915366 0.441820 -0.813 -0.920 0.497
N 23.324831 7.802704 2.764719 -0.320 1.107 -0.325
H 24.061086 7.467443 -0.009157 -0.144 -0.120 0.303
H 25.460085 7.507430 1.081860 0.071 0.027 -0.044
H 25.060896 8.868879 -0.006521 0.207 0.015 0.218
H 24.583737 9.373326 2.283948 -0.306 0.102 0.283
H 22.173951 9.980607 2.138675 -0.160 0.265 -0.236
H 22.195087 9.201507 0.498727 -0.258 0.372 0.003
H 21.804571 11.569338 -0.275576 0.289 0.318 -0.362
H 23.137529 12.767348 0.100128 0.003 0.027 -0.143
H 21.971437 12.162121 1.337101 0.415 0.219 -0.016
H 22.815988 7.048067 2.324559 0.383 -0.306 0.030
H 24.136345 7.486553 3.274315 -0.273 -0.584 0.103
```
Forces are in eV/Å.

Results
Largest force on an atom, eV Å⁻¹: 3.0
Spin multiplicity: 6
Charge: +1
Frontier orbital gap (alpha / beta), eV: 5.876 / 5.541

Atom charges from the Löwdin analysis, given in e for atoms 1 to 4:
1 Mn 1.1041
2 C -0.6659
3 F 0.1510
4 F 0.1933